{
  "formula": "C3H5N3OS",
  "method": "ωB97M-V with the def2-TZVPD basis set",
  "species": ["N", "N", "O", "C", "C", "C", "N", "S", "H", "H", "H", "H", "H"],
  "coordinates": [[0.39699, 1.62526, 0.30232], [-0.06353, 0.57589, -0.46869], [-1.52164, 0.53624, -0.40672], [-1.85898, -0.74578, -0.12942], [-0.81628, -1.55210, 0.07068], [0.38531, -0.73026, -0.07492], [1.57843, -1.14451, 0.05263], [2.97512, -0.24000, -0.22269], [0.15360, 2.50837, -0.18944], [-0.01347, 1.64671, 1.23120], [-2.89748, -0.92531, -0.16992], [-0.81803, -2.59939, 0.34132], [2.49995, 1.04487, -0.33636]],
  "mulliken_charge": [-0.55, 0.22, -0.33, -0.29, -0.48, 0.65, -0.55, -0.16, 0.25, 0.23, 0.45, 0.39, 0.17],
  "relative_energy_ev": 4.0007,
  "multiplicity": 1,
  "max_force_ev_per_a": 1.366,
  "homo_energy_ev": -7.919,
  "e_tot_ev": -20541.6585,
  "charge": 0,
  "smiles": "Nn1occ/c1=N/S",
  "orbital_gap_ha": 0.3164
}

=====

{
  "formula": "C46H47Cl4N3O6Y",
  "method": "ωB97M-V with the def2-TZVPD basis set",
  "species": ["Y", "C", "C", "C", "C", "C", "C", "C", "C", "C", "C", "C", "C", "N", "C", "O", "C", "C", "C", "C", "C", "N", "C", "O", "N", "C", "C", "C", "C", "C", "C", "C", "C", "C", "C", "C", "C", "H", "H", "H", "H", "H", "H", "H", "H", "H", "H", "H", "H", "H", "H", "H", "H", "H", "H", "H", "H", "H", "H", "H", "H", "H", "H", "H", "H", "H", "H", "H", "H", "H", "H", "H", "H", "H", "Cl", "C", "C", "C", "Cl", "C", "O", "C", "Cl", "C", "H", "H", "C", "C", "C", "C", "Cl", "C", "C", "C", "O", "C", "C", "O", "O", "H", "H", "H", "H", "H", "H", "H", "H"],
  "coordinates": [[0.15831, 0.39032, -0.18146], [1.45558, 4.06865, -2.67303], [1.78007, 3.18220, -3.87526], [2.28470, 4.04291, -5.03158], [0.57435, 2.32731, -4.22913], [-0.25411, 2.71506, -5.27429], [-1.42004, 2.02887, -5.57317], [-1.76780, 0.92940, -4.81487], [-0.95929, 0.49091, -3.76925], [-1.34316, -0.78027, -3.04002], [-0.62734, -1.98111, -3.66284], [-2.84725, -1.02475, -2.94304], [0.22769, 1.18192, -3.47426], [1.01837, 0.78246, -2.35724], [2.30095, 0.43686, -2.57010], [2.87799, 0.23558, -3.63513], [3.13052, 0.37452, -1.29630], [4.51348, 0.34953, -1.33973], [5.20894, 0.34427, -0.13972], [4.52170, 0.34722, 1.06662], [3.13969, 0.36237, 1.03127], [2.48729, 0.40188, -0.13004], [2.30631, 0.36728, 2.29884], [2.89481, 0.26026, 3.37665], [0.99225, 0.50706, 2.07231], [0.14055, 0.70661, 3.20289], [-0.04785, 2.00817, 3.71421], [-0.92163, 2.18783, 4.78026], [-1.60497, 1.12188, 5.34222], [-1.42810, -0.14639, 4.82335], [-0.57046, -0.37190, 3.74975], [-0.42381, -1.77454, 3.19917], [0.50660, -2.61337, 4.07832], [-1.77308, -2.46697, 2.99677], [0.69455, 3.20321, 3.14603], [2.00301, 3.44332, 3.90910], [-0.14404, 4.48093, 3.15850], [2.33583, 4.63989, -2.36165], [1.10044, 3.49128, -1.82105], [0.66978, 4.78124, -2.93711], [2.59868, 2.51769, -3.61777], [1.58207, 4.84145, -5.28568], [2.46975, 3.44670, -5.92794], [3.22286, 4.52136, -4.74177], [0.00802, 3.58404, -5.86414], [-2.05417, 2.35619, -6.38863], [-2.68106, 0.39276, -5.04227], [-0.98862, -0.74105, -2.01026], [-0.96311, -2.11083, -4.69565], [-0.84928, -2.89391, -3.10341], [0.45225, -1.83298, -3.65574], [-3.27169, -1.31340, -3.90707], [-3.37801, -0.13935, -2.58636], [-3.03673, -1.84489, -2.24724], [5.00079, 0.33131, -2.30396], [6.29218, 0.33740, -0.14399], [5.01318, 0.33318, 2.02899], [-1.07683, 3.18366, 5.17868], [-2.28211, 1.28570, 6.17261], [-1.97177, -0.98170, 5.25066], [0.03179, -1.68958, 2.21731], [0.08863, -2.72518, 5.08403], [1.48420, -2.13472, 4.16925], [0.63358, -3.61455, 3.65289], [-2.23863, -2.74265, 3.94748], [-1.62847, -3.37390, 2.40862], [-2.46877, -1.81892, 2.45783], [0.93356, 2.97440, 2.10655], [1.77991, 3.72019, 4.94479], [2.56331, 4.26604, 3.45458], [2.62883, 2.55291, 3.92801], [-0.27224, 4.86703, 4.17387], [-1.13516, 4.31943, 2.73128], [0.35435, 5.25766, 2.57629], [-5.78079, 5.00170, 0.93649], [-4.22798, 4.26625, 0.64417], [-4.09682, 2.89293, 0.71784], [-2.85143, 2.35214, 0.47786], [-2.65712, 0.61156, 0.56440], [-1.69137, 3.08875, 0.16907], [-0.54803, 2.51509, -0.01979], [-1.90317, 4.48468, 0.11120], [-0.54929, 5.51007, -0.22355], [-3.13664, 5.06345, 0.34230], [-4.94059, 2.26049, 0.95627], [-3.23915, 6.13831, 0.29172], [-1.28647, -6.34176, 2.24434], [-0.98466, -6.38259, 0.77295], [-1.53748, -7.35187, -0.04716], [-1.24316, -7.38338, -1.40258], [-1.95822, -8.62319, -2.40336], [-0.39146, -6.45480, -1.96097], [0.17427, -5.47377, -1.15363], [-0.12453, -5.43506, 0.20242], [0.37303, -4.50714, 1.06249], [1.43055, -3.68461, 0.59292], [1.01569, -2.60842, -0.41890], [1.69678, -2.46912, -1.42599], [0.01382, -1.86888, -0.07228], [-1.81325, -7.24525, 2.55134], [-1.90779, -5.48012, 2.49689], [-0.37044, -6.24905, 2.82915], [-2.20122, -8.09655, 0.37462], [-0.16621, -6.48417, -3.01853], [0.83737, -4.74447, -1.60102], [2.22372, -4.28969, 0.15203], [1.80991, -3.17487, 1.47939]],
  "mulliken_charge": [-0.99, -0.94, 1.75, -2.19, 0.43, -0.54, -1.48, -0.44, 0.72, 3.58, -1.50, -2.09, -0.74, 2.04, -0.42, -0.75, 0.41, -1.11, -0.55, -0.94, 0.07, 0.58, -0.60, -0.80, 2.75, -0.57, 0.74, -0.66, -1.39, -0.72, 0.35, 3.27, -1.59, -1.28, 1.85, -1.57, -2.07, 0.36, -0.18, 0.36, -0.03, 0.40, 0.44, 0.49, 0.26, 0.36, 0.27, -1.74, 0.39, 0.31, 0.31, 0.49, 0.45, 0.38, 0.59, 0.43, 0.58, 0.26, 0.36, 0.36, -1.40, 0.44, 0.35, 0.20, 0.51, -0.26, 0.27, -0.85, 0.34, 0.40, 0.32, 0.46, 0.41, 0.43, -0.25, 0.33, -0.88, 1.11, -0.21, -1.21, 0.18, 0.58, -0.18, -0.64, 0.47, 0.45, -1.18, 0.77, -0.82, 0.21, -0.26, -1.03, -0.62, 0.94, -0.07, -1.68, 1.68, -0.61, -1.13, 0.43, 0.22, 0.24, 0.38, 0.44, 0.62, 0.32, 0.31],
  "relative_energy_ev": 0.0284,
  "multiplicity": 1,
  "max_force_ev_per_a": 0.529,
  "homo_energy_ev": -5.872,
  "e_tot_ev": -116364.5803,
  "charge": -1,
  "orbital_gap_ha": 0.3002
}

=====

{
  "formula": "C2H10Si2",
  "method": "ωB97M-V with the def2-TZVPD basis set",
  "species": ["C", "C", "Si", "Si", "H", "H", "H", "H", "H", "H", "H", "H", "H", "H"],
  "coordinates": [[2.24030, -0.86467, -0.08778], [-2.41822, -0.85033, 0.10369], [2.09910, 1.08627, 0.10795], [-2.08015, 1.05931, -0.06295], [1.94008, -1.48077, 0.68244], [1.77999, -1.15896, -0.98670], [3.27303, -1.08541, -0.15389], [-3.48584, -1.15437, -0.06499], [-1.82774, -1.55292, -0.41915], [-2.52999, -1.03525, 1.15465], [3.04367, 1.63039, 1.15194], [2.65538, 1.78089, -1.07304], [-2.38690, 1.94164, 0.96912], [-2.30270, 1.68417, -1.32130]],
  "mulliken_charge": [-1.05, -1.02, 0.17, 0.25, 0.36, 0.29, 0.35, 0.34, 0.34, 0.30, -0.09, -0.08, -0.07, -0.08],
  "relative_energy_ev": 3.3308,
  "multiplicity": 1,
  "max_force_ev_per_a": 3.239,
  "homo_energy_ev": [-7.688, -7.200],
  "e_tot_ev": -17986.9376,
  "charge": 0,
  "orbital_gap_ha": [0.2710, 0.2424]
}

=====

{
  "formula": "C4H8O5",
  "method": "ωB97M-V with the def2-TZVPD basis set",
  "species": ["C", "C", "C", "C", "O", "O", "O", "O", "O", "H", "H", "H", "H", "H", "H", "H", "H"],
  "coordinates": [[0.36846, -0.04851, -0.78722], [-1.57076, 1.35807, 0.06512], [-0.57136, -0.48968, 0.15782], [1.10069, -2.00683, 0.33861], [0.29571, -0.52410, -2.01635], [1.23590, 0.92073, -0.59909], [1.48298, -1.88813, 1.64525], [-0.59330, 2.26678, 0.60596], [1.48093, -2.91236, -0.35381], [1.01851, -0.16304, -2.55164], [0.80470, 1.61739, -0.02420], [2.01014, -2.67557, 1.88673], [-0.92953, 3.16668, 0.69006], [-1.98442, 1.71161, -0.88166], [-2.35216, 1.17474, 0.80319], [-1.32850, -1.16869, -0.19575], [-0.46800, -0.33909, 1.21698]],
  "mulliken_charge": [0.52, -0.65, -0.54, 0.27, -0.41, -0.55, -0.42, -0.55, -0.53, 0.38, 0.51, 0.30, 0.28, 0.35, 0.36, 0.26, 0.43],
  "relative_energy_ev": 5.3075,
  "multiplicity": 1,
  "max_force_ev_per_a": 3.584,
  "homo_energy_ev": [-6.660, -6.662],
  "e_tot_ev": -14510.4883,
  "charge": 0,
  "orbital_gap_ha": [0.2609, 0.2609]
}